Entry 1:
Here is a cluster of 2 separate species, C8H13F4O6S2 in total in a non-equilibrium geometry from the OMol25 dataset. Energies are from the ωB97M-V functional and the def2-TZVPD basis.

Properties
Net charge: -1
Electronic energy in eV: -53328.6649

Each line ends with the natural charge from an NBO analysis.
Atoms and positions in Å:
C (-1.93029, -1.72663, 0.07678)  -0.62
C (-1.10523, -1.81347, 1.42639)  -0.46
C (0.39770, -2.18335, 1.23824)  0.19
F (0.59475, -3.26610, 0.36570)  -0.36
C (1.30154, -0.97968, 0.71540)  0.29
O (2.64228, -1.42263, 0.82220)  -0.72
O (0.90554, -0.76281, -0.61121)  -0.52
C (1.69797, 0.18134, -1.29879)  0.68
O (1.48951, 1.32259, -1.28027)  -0.42
S (3.11312, -0.42043, -2.34199)  -0.14
S (1.17392, 0.51283, 1.82490)  1.96
O (2.34804, 1.34236, 1.60738)  -0.89
O (-0.00842, 1.24371, 1.41688)  -0.86
C (1.18464, 0.09559, 3.64035)  0.76
F (0.14247, -0.64541, 4.06538)  -0.30
F (1.24666, 1.26709, 4.30271)  -0.29
F (2.31510, -0.62743, 3.89841)  -0.31
H (-1.70655, -2.56055, -0.62609)  0.21
H (-3.00742, -1.68854, 0.37514)  0.22
H (-1.71011, -0.72561, -0.38068)  0.26
H (-1.55026, -2.62613, 2.06615)  0.20
H (-1.28360, -0.85939, 1.97018)  0.24
H (0.83804, -2.49138, 2.22531)  0.18
H (2.79137, -2.13066, 0.16644)  0.50
H (2.49763, -0.48424, -3.57447)  0.17
C (-1.10289, 2.55948, -2.50086)  -0.63
C (-2.53731, 2.79859, -3.02485)  -0.01
O (-3.37523, 1.96578, -2.39299)  -0.96
H (-0.77367, 1.53288, -2.69272)  0.16
H (-0.39235, 3.23431, -3.00861)  0.15
H (-1.02507, 2.75289, -1.42731)  0.19
H (-2.46011, 2.70783, -4.13820)  0.05
H (-2.71177, 3.89715, -2.90492)  0.05

Cartesian forces (eV/Å) of the 2 atoms listed first:
C 0.280 0.980 0.807
C -0.732 -1.275 -0.724

***

Entry 2:
Here is a structure of composition C38H35N2O2SV in a non-equilibrium geometry from the OMol25 dataset. Energies are from the ωB97M-V functional and the def2-TZVPD basis.

Properties
Multiplicity: 2
Energy above the lowest of the compared OMol25 structures with the same formula, charge and spin in kcal/mol: 44.73
Net charge: -1
<S²>: 0.802
Electronic energy in eV: -83571.1624

Each line ends with the Mulliken spin population.
Atoms and positions in Å:
V (0.01728, -0.12977, 0.39206)  1.15
C (-1.99579, 0.89863, 0.81343)  -0.02
C (-1.23495, 0.66756, 1.99790)  -0.04
C (-1.12513, -0.74133, 2.17300)  -0.11
C (-1.80036, -1.37045, 1.08536)  -0.03
C (-2.31373, -0.35450, 0.24806)  0.12
C (-3.10588, -0.53249, -1.01450)  0.01
C (-2.17902, -2.81829, 1.02621)  0.01
C (-0.52257, -1.42013, 3.37249)  0.01
C (-0.70265, 1.67122, 2.98483)  0.00
C (-2.60088, 2.18684, 0.33752)  0.01
H (-2.73596, 0.13235, -1.79884)  0.00
H (-4.16520, -0.30215, -0.85287)  0.00
H (-3.03521, -1.55561, -1.38215)  0.00
H (-1.36432, -3.45310, 1.37044)  0.00
H (-2.43190, -3.12332, 0.01052)  0.00
H (-3.05368, -2.99188, 1.66249)  0.00
H (0.56527, -1.36518, 3.33950)  -0.01
H (-0.81693, -2.46960, 3.41661)  0.00
H (-0.85229, -0.93469, 4.29650)  0.00
H (0.34493, 1.45431, 3.20385)  -0.01
H (-1.25399, 1.62943, 3.93304)  0.00
H (-0.77692, 2.68960, 2.59869)  0.00
H (-2.15855, 2.54347, -0.59808)  0.00
H (-2.48956, 2.97059, 1.08812)  0.00
H (-3.67008, 2.04339, 0.15433)  0.00
O (1.82173, -0.05048, -1.58200)  -0.02
C (2.49512, -0.07583, -0.54784)  -0.01
N (1.88807, -0.02491, 0.67451)  -0.04
C (2.82586, -0.02454, 1.67443)  -0.02
O (2.58063, 0.06291, 2.86417)  0.01
C (4.17105, -0.10432, 1.03360)  0.00
C (5.44233, -0.16078, 1.56122)  0.00
C (6.51928, -0.27986, 0.68484)  -0.01
C (6.30928, -0.34527, -0.68864)  0.00
C (5.02479, -0.28002, -1.21912)  -0.01
C (3.95970, -0.14904, -0.34931)  -0.01
H (5.58782, -0.11773, 2.63388)  0.00
H (7.53009, -0.33515, 1.07023)  0.00
H (7.16405, -0.45539, -1.34539)  0.00
H (4.84450, -0.33230, -2.28599)  0.00
N (0.38307, 2.05354, -0.23252)  0.03
S (1.50743, 2.82939, 0.54462)  0.02
C (0.81544, 4.42146, 1.09017)  0.00
C (1.53928, 5.17745, 2.00345)  0.00
C (0.99552, 6.34893, 2.50166)  0.00
C (-0.26833, 6.76108, 2.09547)  0.00
C (-0.98256, 6.00218, 1.17772)  0.00
C (-0.44095, 4.82797, 0.67790)  0.00
C (2.67138, 3.58856, -0.61342)  0.00
C (2.24342, 4.35514, -1.69047)  0.00
C (3.17450, 4.89201, -2.56158)  0.00
C (4.53288, 4.67472, -2.35748)  0.00
C (4.95661, 3.91740, -1.27564)  0.00
C (4.02772, 3.37888, -0.39808)  0.00
H (0.19941, 2.41548, -1.16325)  -0.01
H (2.51945, 4.83697, 2.31964)  0.00
H (1.54596, 6.94201, 3.22156)  0.00
H (-0.70175, 7.66212, 2.51054)  0.00
H (-1.97092, 6.31952, 0.86945)  0.00
H (-0.99432, 4.19793, -0.00870)  0.00
H (1.18604, 4.53660, -1.84409)  0.00
H (2.84451, 5.47976, -3.40896)  0.00
H (5.25705, 5.09990, -3.04072)  0.00
H (6.01109, 3.72642, -1.11996)  0.00
H (4.34738, 2.78811, 0.45035)  0.00
C (0.50908, -2.03284, 0.13963)  0.02
C (0.89555, -3.19303, 0.04167)  -0.03
C (1.31680, -4.55200, -0.03228)  0.00
C (1.73237, -5.23445, 1.12246)  0.00
C (2.14540, -6.55480, 1.06208)  0.00
C (2.15844, -7.23521, -0.14952)  0.00
C (1.74228, -6.57653, -1.29926)  0.00
C (1.32482, -5.25663, -1.24528)  0.00
H (1.72411, -4.70204, 2.06507)  0.00
H (2.46074, -7.06236, 1.96683)  0.00
H (2.49085, -8.26526, -0.19761)  0.00
H (1.73957, -7.10276, -2.24749)  0.00
H (0.99849, -4.74749, -2.14280)  0.00

Cartesian forces (eV/Å) of the 2 atoms listed first:
V -3.910 1.049 -0.958
C -0.227 -0.104 -0.066

***

Entry 3:
Here is a cluster of 11 separate species, C37H82F18N5O23S6 in total in a non-equilibrium geometry from the OMol25 dataset. Energies are from the ωB97M-V functional and the def2-TZVPD basis.

Properties
Energy above the lowest of the compared OMol25 structures with the same formula, charge and spin in kcal/mol: 4.71
Net charge: -1
Electronic energy in eV: -208167.1953

Each line ends with the Mulliken charge.
Atoms and positions in Å:
C (-3.89722, 3.58744, 2.22868)  -0.66
N (-2.41110, 3.88257, 2.36886)  0.48
C (-1.69821, 2.73937, 3.09917)  -0.80
C (-1.93909, 3.87621, 0.92914)  -0.63
C (-2.26371, 5.21579, 3.09266)  -0.60
C (-0.80124, 5.41756, 3.42638)  0.81
O (-0.49230, 6.83721, 3.43611)  -0.64
H (-4.07469, 2.82825, 1.47695)  0.19
H (-4.29383, 4.57345, 2.03897)  0.41
H (-4.24460, 3.16540, 3.18489)  0.24
H (-0.65141, 2.91929, 3.07389)  0.48
H (-1.98019, 1.78952, 2.63062)  -0.10
H (-2.08990, 2.76543, 4.13565)  0.49
H (-2.66835, 4.42283, 0.31674)  0.29
H (-1.82840, 2.84992, 0.63460)  0.20
H (-1.00792, 4.42611, 0.92333)  0.54
H (-2.93037, 5.15193, 3.92634)  0.40
H (-2.75518, 5.92624, 2.39892)  0.41
H (-0.22118, 4.85832, 2.68841)  -0.52
H (-0.59523, 4.90730, 4.39679)  0.26
H (0.29829, 7.09062, 2.89209)  0.34
C (3.93831, 2.26618, -3.02279)  -1.05
N (5.21804, 2.63170, -2.29315)  0.82
C (6.28092, 1.65961, -2.76003)  -0.94
C (5.52727, 3.99376, -2.71683)  -0.87
C (4.94610, 2.46447, -0.81364)  2.01
C (5.97765, 3.19985, 0.06257)  -0.89
O (7.25249, 2.61668, -0.12810)  -0.63
H (3.60151, 1.33534, -2.51946)  0.22
H (4.20720, 2.04591, -4.07040)  0.31
H (3.27567, 3.07581, -2.88876)  0.53
H (6.10400, 0.70209, -2.31263)  0.34
H (7.19762, 1.99523, -2.32627)  0.48
H (6.25255, 1.70300, -3.84924)  0.33
H (5.62136, 4.08725, -3.79125)  0.37
H (6.50873, 4.24627, -2.30206)  0.43
H (4.85772, 4.74875, -2.26018)  0.14
H (5.08497, 1.39951, -0.62387)  -0.84
H (3.99038, 2.83991, -0.54729)  -0.92
H (5.53617, 3.03900, 1.05369)  0.42
H (6.06636, 4.31530, -0.03312)  0.39
H (7.26384, 1.64521, 0.02719)  0.45
C (2.30023, -0.49962, 2.21160)  -0.88
N (1.49898, -0.63955, 0.99670)  1.86
C (0.22573, 0.06182, 1.13815)  -1.45
C (2.28185, -0.07499, -0.18450)  -0.62
C (1.15549, -2.09888, 0.64211)  -0.24
C (0.33036, -2.82064, 1.63779)  -1.11
O (-1.07963, -2.49787, 1.48053)  0.14
H (2.99489, 0.27102, 2.02180)  0.21
H (2.89027, -1.42499, 2.18016)  0.46
H (1.82681, -0.35549, 3.16273)  -0.01
H (0.45944, 1.06559, 1.17719)  1.68
H (-0.15447, -0.33993, 2.10423)  -0.47
H (-0.40022, -0.22742, 0.30424)  -0.33
H (1.75559, -0.17190, -1.14854)  0.02
H (3.25727, -0.58823, -0.24707)  -0.04
H (2.41181, 0.98791, 0.08078)  0.40
H (2.08717, -2.66233, 0.57493)  0.53
H (0.58105, -2.05559, -0.26197)  -0.23
H (0.68486, -2.47949, 2.61699)  0.31
H (0.40507, -3.89298, 1.48999)  0.71
H (-1.49259, -3.10317, 0.84560)  -0.01
C (-0.76233, 0.30573, -2.97818)  -1.36
C (-1.97668, 0.30176, -3.89220)  -0.97
N (-1.89219, -0.60561, -5.00687)  0.80
C (-1.97538, -2.04247, -4.43370)  -1.06
C (-3.02440, -0.35248, -6.03615)  -0.64
C (-2.97326, 0.94184, -6.76634)  -1.20
C (-0.55993, -0.49401, -5.60804)  -1.14
C (-0.21267, -1.20396, -6.97413)  -0.86
O (-0.00689, -2.61658, -6.85539)  -0.46
C (1.27213, -2.89674, -6.27645)  -0.29
H (0.19396, 0.63669, -3.40204)  0.58
H (-0.66180, -0.65621, -2.44907)  0.23
H (-1.06074, 0.92345, -2.13118)  0.37
H (-2.06728, 1.30569, -4.27162)  0.25
H (-2.79982, 0.00157, -3.28047)  0.99
H (-1.08667, -2.08203, -3.86353)  0.31
H (-1.91304, -2.78968, -5.22434)  0.48
H (-2.89529, -2.13596, -3.75967)  0.23
H (-3.94801, -0.49000, -5.53902)  0.67
H (-2.87948, -1.09853, -6.79776)  0.55
H (-2.12587, 0.90185, -7.43532)  0.27
H (-2.79707, 1.76670, -6.10000)  0.30
H (-3.95510, 1.06654, -7.27145)  0.40
H (0.10927, -0.68065, -4.78482)  0.78
H (-0.48245, 0.57146, -5.86761)  0.75
H (0.76130, -0.71447, -7.21846)  0.27
H (-0.96992, -0.99329, -7.73105)  0.40
H (1.13300, -2.93664, -5.18636)  0.13
H (2.00156, -2.21072, -6.56976)  0.08
H (1.66118, -3.83593, -6.69681)  0.30
C (-2.00565, -3.86120, 6.52420)  -1.45
C (-2.55861, -2.65514, 5.76230)  0.06
N (-3.62726, -3.04373, 4.72851)  0.72
C (-4.75469, -3.72661, 5.49128)  -1.13
C (-4.20154, -1.70447, 4.15638)  -1.07
C (-3.23051, -0.67769, 3.73921)  -0.19
C (-3.00273, -3.87758, 3.61417)  0.36
C (-3.91936, -4.58046, 2.55052)  -0.66
O (-4.34076, -5.83158, 3.12292)  -0.32
C (-5.02347, -6.62643, 2.16586)  -0.68
H (-2.60721, -4.00310, 7.50712)  0.31
H (-0.99996, -3.73805, 6.90604)  0.39
H (-2.09318, -4.85900, 6.04916)  0.34
H (-1.87355, -2.10032, 5.15285)  -0.18
H (-2.88002, -1.90691, 6.50049)  0.73
H (-4.47403, -4.79266, 5.64587)  0.39
H (-5.60578, -3.74715, 4.78360)  0.39
H (-4.93428, -3.20759, 6.42348)  0.37
H (-4.97716, -1.35891, 4.87831)  0.41
H (-4.70603, -2.13682, 3.30760)  0.56
H (-3.74960, -0.04594, 3.05546)  0.36
H (-2.35617, -1.05004, 3.22427)  -0.05
H (-3.09673, -0.07824, 4.58827)  0.23
H (-2.41155, -4.61105, 4.06186)  0.63
H (-2.39580, -3.14147, 3.01508)  -0.79
H (-3.24853, -4.73323, 1.69424)  0.43
H (-4.78927, -3.92279, 2.34569)  0.34
H (-4.42493, -6.91266, 1.26922)  0.21
H (-5.95424, -6.07851, 1.85099)  0.30
H (-5.33327, -7.49520, 2.76262)  0.25
C (0.76158, 1.02111, 7.05593)  0.43
F (0.87270, 0.60556, 8.37209)  -0.25
F (0.93280, 2.32797, 6.95936)  -0.23
F (1.84010, 0.44188, 6.44747)  -0.25
S (-0.81285, 0.50399, 6.17420)  1.12
O (-1.28901, -0.47295, 7.09958)  -0.74
O (-1.66720, 1.66369, 6.16287)  -0.75
O (-0.24104, 0.08941, 4.94985)  -0.33
C (-0.44184, -6.69312, -1.33951)  0.38
F (0.61665, -7.07244, -0.57734)  -0.24
F (-0.09179, -6.99315, -2.59446)  -0.23
F (-1.48660, -7.40618, -0.93122)  -0.20
S (-0.75522, -4.80371, -1.21348)  1.24
O (-1.70859, -4.52734, -2.28971)  -0.64
O (-1.29936, -4.81784, 0.17102)  -0.83
O (0.56495, -4.24881, -1.28442)  -0.61
C (3.70969, 0.82296, -7.03013)  0.62
F (3.60671, 1.41636, -8.17219)  -0.24
F (3.64530, -0.54534, -7.17459)  -0.26
F (4.94881, 1.11340, -6.55540)  -0.26
S (2.37012, 1.53669, -5.92437)  1.05
O (1.18534, 1.50640, -6.76253)  -0.76
O (2.37000, 0.65416, -4.78302)  -0.53
O (2.81356, 2.86574, -5.73941)  -0.65
C (2.26478, 6.77687, 0.03081)  0.37
F (1.26035, 7.23222, -0.70533)  -0.23
F (3.44089, 7.00858, -0.54528)  -0.21
F (2.19964, 7.39592, 1.19826)  -0.23
S (2.22587, 4.91911, 0.38543)  1.14
O (2.38473, 4.31044, -0.94056)  -0.55
O (3.33928, 4.79067, 1.28910)  -0.74
O (0.91392, 4.74466, 1.03520)  -0.96
C (6.68150, -2.44253, 1.00473)  0.40
F (7.22608, -3.23352, 0.06418)  -0.23
F (5.81361, -3.15207, 1.68159)  -0.20
F (7.70935, -2.08852, 1.81694)  -0.24
S (5.92700, -0.92553, 0.25776)  1.11
O (5.17974, -0.28217, 1.31712)  -0.59
O (6.98894, -0.16145, -0.29353)  -0.74
O (5.05996, -1.43363, -0.75918)  -0.75
C (-5.76777, 0.34239, -0.28326)  0.42
F (-5.87354, -0.97048, 0.12785)  -0.25
F (-6.52596, 0.41669, -1.32652)  -0.22
F (-6.43617, 1.00674, 0.69049)  -0.28
S (-3.97667, 0.84333, -0.38480)  1.47
O (-3.60581, 0.77286, 1.01786)  -0.99
O (-3.37945, -0.10422, -1.30678)  -0.62
O (-4.20835, 2.16763, -0.86938)  -0.78

Cartesian forces (eV/Å) of the 2 atoms listed first:
C 0.751 -0.266 1.570
N -0.795 -1.594 -0.742